# C29H47N6ORuSSi

A molecular structure, C29H47N6ORuSSi (ωB97M-V with the def2-TZVPD basis set, OMol25).

Cartesian coordinates (Å):
Ru: -0.236 -0.538 -0.670
N: -3.373 0.569 -1.792
C: -4.222 0.012 -0.723
C: -4.156 0.802 0.588
C: -2.950 0.466 1.459
N: -1.671 0.817 0.804
C: -2.955 -1.014 1.812
C: -2.986 -1.927 0.592
N: -1.607 -2.118 0.050
C: -4.001 -1.491 -0.472
H: -3.910 1.219 -2.353
H: -1.791 -0.297 -2.714
H: -2.597 1.097 -1.412
H: -5.244 0.092 -1.096
H: -5.047 0.579 1.181
H: -4.190 1.873 0.375
H: -3.044 1.037 2.389
H: -0.930 0.802 1.501
H: -1.693 1.769 0.451
H: -3.845 -1.215 2.413
H: -2.093 -1.261 2.439
H: -3.303 -2.917 0.932
H: -1.660 -2.796 -0.706
H: -1.046 -2.548 0.784
H: -4.960 -1.895 -0.137
H: -3.783 -1.983 -1.424
C: 3.005 -2.004 -1.019
C: 2.804 -0.659 -1.648
C: 3.803 -0.025 -2.351
C: 3.559 1.257 -2.865
C: 2.367 1.894 -2.642
C: 1.369 1.233 -1.880
N: 1.616 -0.043 -1.486
N: 0.172 1.670 -1.473
Si: -0.353 3.311 -1.776
C: 0.927 4.577 -1.260
C: -1.870 3.757 -0.758
C: -0.813 3.496 -3.581
H: 3.430 -1.880 -0.021
H: 3.692 -2.606 -1.612
H: 2.066 -2.542 -0.903
H: 4.752 -0.520 -2.498
H: 4.326 1.757 -3.442
H: 2.189 2.881 -3.037
H: 1.332 4.331 -0.275
H: 0.444 5.554 -1.180
H: 1.765 4.689 -1.946
H: -1.667 3.804 0.316
H: -2.763 3.153 -0.929
H: -2.136 4.775 -1.056
H: 0.018 3.242 -4.242
H: -1.118 4.520 -3.810
H: -1.647 2.836 -3.836
C: 0.368 -2.776 -3.340
C: -0.632 -1.685 -3.697
C: -0.023 -0.726 -4.734
C: -1.926 -2.299 -4.242
N: -0.964 -0.881 -2.536
H: 0.531 -3.429 -4.197
H: 0.000 -3.397 -2.518
H: 1.326 -2.347 -3.058
H: 0.252 -1.287 -5.628
H: 0.872 -0.246 -4.333
H: -0.736 0.050 -5.017
H: -1.717 -2.845 -5.162
H: -2.666 -1.526 -4.460
H: -2.361 -2.999 -3.525
C: 2.993 0.612 7.706
C: 3.927 -0.438 8.244
O: 4.422 -0.405 9.333
S: 4.349 -1.855 7.208
C: 3.449 -1.571 5.701
C: 2.179 -2.117 5.534
C: 1.487 -1.925 4.352
C: 2.062 -1.191 3.311
C: 3.344 -0.659 3.476
C: 4.031 -0.851 4.661
C: 1.356 -0.990 2.081
C: 0.755 -0.819 1.034
H: 2.858 1.367 8.476
H: 2.034 0.163 7.446
H: 3.399 1.067 6.803
H: 1.739 -2.693 6.338
H: 0.499 -2.347 4.225
H: 3.793 -0.098 2.667
H: 5.026 -0.445 4.787

Values from the calculation:
- multiplicity = 5
- highest occupied orbital energy (alpha / beta) (eV) = -10.4 / -10.3
- charge = +1
- HOMO-LUMO gap (alpha / beta) (Ha) = 0.302 / 0.220
- <S²> = 6.03